{
  "formula": "C47H63BrF4GeMgNO3PSi2Te",
  "method": "wB97M-V/def2-TZVPD",
  "symbols": ["Mg", "C", "C", "C", "C", "O", "Ge", "O", "C", "C", "C", "C", "O", "C", "C", "C", "C", "H", "H", "H", "H", "H", "H", "H", "H", "H", "H", "H", "H", "H", "H", "H", "H", "H", "H", "H", "H", "H", "H", "H", "H", "H", "H", "H", "F", "C", "C", "F", "C", "F", "C", "P", "C", "C", "C", "C", "C", "C", "C", "C", "C", "C", "C", "C", "C", "Br", "C", "F", "H", "H", "H", "H", "H", "H", "H", "H", "H", "H", "N", "C", "C", "C", "C", "C", "C", "C", "C", "C", "H", "H", "H", "H", "C", "Si", "C", "C", "C", "Te", "C", "Si", "C", "C", "C", "H", "H", "H", "H", "H", "H", "H", "H", "H", "H", "H", "H", "H", "H", "H", "H", "H", "H", "H", "H", "H", "H"],
  "xyz": [[-1.2656, 0.8631, -0.1129], [-3.7716, -1.5894, 1.2447], [-4.1106, -0.1369, 0.9399], [-4.7364, -0.0305, -0.4503], [-5.1053, 0.3841, 1.9717], [-2.8974, 0.6278, 0.9739], [-2.4215, 1.8951, 2.4243], [-1.0809, 0.8081, 3.0938], [-0.9833, 0.2165, 4.3808], [-2.1587, 0.6042, 5.2750], [-0.9459, -1.2963, 4.1914], [0.3183, 0.6984, 5.0138], [-1.1540, 2.4338, 1.0203], [-0.4829, 3.7070, 1.0239], [0.3035, 3.8057, -0.2766], [-1.5150, 4.8290, 1.1072], [0.4551, 3.8056, 2.2254], [-4.6670, -2.2109, 1.2313], [-3.3081, -1.6617, 2.2285], [-3.0699, -1.9826, 0.5073], [-5.5307, -0.7682, -0.5717], [-3.9906, -0.2168, -1.2294], [-5.1618, 0.9568, -0.6139], [-6.0404, -0.1694, 1.8885], [-5.3206, 1.4410, 1.8158], [-4.7322, 0.2500, 2.9896], [-3.1019, 0.2463, 4.8563], [-2.2205, 1.6876, 5.3890], [-2.0472, 0.1672, 6.2676], [-1.8754, -1.6315, 3.7268], [-0.8331, -1.8151, 5.1439], [-0.1124, -1.5723, 3.5398], [0.2937, 1.7797, 5.1499], [1.1641, 0.4513, 4.3693], [0.4884, 0.2315, 5.9840], [-0.3688, 3.8576, -1.1334], [0.9645, 2.9397, -0.3926], [0.9305, 4.6971, -0.2858], [-2.2753, 4.7305, 0.3337], [-1.0275, 5.7945, 0.9706], [-2.0110, 4.8377, 2.0784], [1.2804, 3.0995, 2.1316], [-0.0779, 3.5856, 3.1512], [0.8709, 4.8105, 2.2973], [-5.7722, 2.7792, -5.9309], [-4.7085, 2.3335, -5.2572], [-3.7791, 1.5139, -5.8761], [-3.9339, 1.1687, -7.1557], [-2.6801, 1.0668, -5.1568], [-1.7898, 0.3255, -5.8253], [-2.4793, 1.3819, -3.8147], [-1.0848, 0.6573, -2.8561], [0.3603, 1.5063, -3.5645], [0.2412, 2.8622, -3.8697], [1.3401, 3.5823, -4.3069], [2.5725, 2.9586, -4.4415], [2.6993, 1.6120, -4.1374], [1.6003, 0.8873, -3.6994], [-1.0166, -1.0967, -3.3343], [-0.3520, -1.6075, -4.4508], [-0.3886, -2.9636, -4.7228], [-1.1037, -3.8246, -3.8994], [-1.7704, -3.3275, -2.7912], [-1.7121, -1.9719, -2.5023], [-3.4033, 2.2629, -3.2367], [-3.1272, 3.0001, -1.5310], [-4.5020, 2.7198, -3.9394], [-5.3741, 3.5593, -3.3808], [-0.7165, 3.3609, -3.7756], [1.2322, 4.6304, -4.5478], [3.4288, 3.5201, -4.7869], [3.6550, 1.1176, -4.2470], [1.7167, -0.1615, -3.4642], [0.1897, -0.9487, -5.1117], [0.1310, -3.3497, -5.5884], [-1.1394, -4.8816, -4.1254], [-2.3274, -3.9898, -2.1423], [-2.2186, -1.6009, -1.6187], [-1.3886, -8.7961, 0.9280], [-1.2175, -7.6646, 0.8431], [-1.0022, -6.2510, 0.7347], [-1.4744, -5.4005, 1.7347], [-1.2703, -4.0397, 1.6270], [-0.5948, -3.5128, 0.5189], [-0.1211, -4.3758, -0.4751], [-0.3213, -5.7376, -0.3687], [-0.3721, -2.1101, 0.4210], [-0.1378, -0.9004, 0.4168], [-1.9936, -5.8123, 2.5884], [-1.6188, -3.3730, 2.4016], [0.4014, -3.9718, -1.3305], [0.0466, -6.4082, -1.1328], [3.6786, 2.4855, 4.2264], [4.4747, 1.5842, 2.7952], [6.2222, 1.0728, 3.2392], [4.4919, 2.6461, 1.2459], [3.5315, -0.0142, 2.4474], [1.6774, 0.2989, 1.3177], [2.6868, -0.1562, -0.4741], [3.3749, -1.9337, -0.6770], [3.0757, -3.0176, 0.8317], [5.2208, -1.7878, -0.9646], [2.5341, -2.6380, -2.2023], [4.0873, 3.4934, 4.3138], [3.8831, 1.9669, 5.1641], [2.5935, 2.5754, 4.1291], [6.8398, 1.9438, 3.4602], [6.6990, 0.5304, 2.4220], [6.2337, 0.4294, 4.1189], [5.0559, 3.5629, 1.4244], [3.4880, 2.9398, 0.9257], [4.9769, 2.1279, 0.4161], [3.2682, -0.5466, 3.3623], [4.1031, -0.6995, 1.8232], [3.4666, 0.6030, -0.5563], [1.9625, 0.0470, -1.2638], [3.9354, -2.9995, 1.5019], [2.9372, -4.0540, 0.5192], [2.1950, -2.7389, 1.4101], [5.7150, -1.3479, -0.0958], [5.4418, -1.1556, -1.8257], [5.6786, -2.7607, -1.1423], [1.4610, -2.4298, -2.1910], [2.6706, -3.7175, -2.2781], [2.9484, -2.2000, -3.1116]],
  "forces_ev_per_angstrom": [[-0.6, -0.1, 0.0], [0.0, 0.0, 0.0], [-0.1, -0.1, 0.0], [0.1, 0.0, 0.0], [0.0, -0.1, 0.0], [-0.1, 0.2, -0.1], [0.2, -0.2, 0.1], [0.0, 0.1, -0.2], [-0.1, 0.0, 0.1], [0.0, 0.0, 0.0], [0.0, 0.0, 0.1], [0.0, 0.0, 0.0], [0.1, 0.2, -0.1], [0.0, 0.1, 0.1], [0.0, 0.0, 0.0], [0.0, 0.0, 0.0], [0.0, -0.1, -0.1], [0.0, 0.0, 0.0], [0.0, 0.0, 0.0], [0.0, 0.0, 0.0], [0.0, 0.0, 0.0], [0.0, 0.0, 0.0], [0.0, 0.1, 0.0], [0.0, 0.0, 0.0], [0.0, 0.0, 0.0], [0.0, 0.0, 0.0], [0.0, 0.0, 0.0], [0.0, 0.0, 0.0], [0.0, 0.0, 0.0], [0.0, 0.0, 0.0], [0.0, 0.0, 0.0], [0.0, 0.0, 0.0], [0.0, 0.0, 0.0], [0.0, 0.0, 0.0], [0.0, 0.0, 0.0], [0.0, 0.0, 0.0], [0.0, 0.0, 0.0], [0.0, 0.0, 0.0], [0.0, 0.0, 0.0], [0.0, 0.0, 0.0], [0.0, 0.0, 0.0], [0.0, 0.0, 0.0], [0.0, 0.0, 0.0], [0.0, 0.0, 0.0], [0.6, -0.2, 0.3], [-0.3, 0.1, -0.3], [-0.1, 0.0, -0.3], [0.1, 0.1, 0.5], [0.1, -0.1, 0.0], [-0.2, 0.1, 0.2], [0.0, 0.0, -0.2], [0.0, 0.0, 0.1], [-0.1, 0.1, 0.0], [0.0, 0.0, 0.0], [0.0, 0.0, 0.0], [0.0, 0.0, 0.0], [0.0, 0.0, 0.0], [0.0, 0.0, 0.1], [0.0, 0.0, 0.0], [0.0, 0.1, 0.1], [0.0, 0.0, 0.0], [0.0, 0.0, 0.0], [-0.1, 0.1, -0.1], [-0.1, 0.0, 0.0], [0.1, 0.0, -0.1], [-0.1, -0.1, 0.1], [-0.2, 0.1, 0.0], [0.2, -0.1, -0.1], [0.0, 0.0, 0.0], [0.0, 0.0, 0.0], [0.0, 0.0, 0.0], [0.0, 0.0, 0.0], [0.0, -0.1, 0.0], [0.0, 0.0, 0.0], [0.0, 0.0, 0.0], [0.0, 0.0, 0.0], [0.0, 0.0, 0.0], [0.0, 0.0, 0.0], [0.0, -0.1, 0.0], [0.0, 0.0, 0.0], [0.0, 0.1, 0.0], [0.0, 0.0, -0.1], [0.0, 0.0, 0.0], [0.0, 0.0, 0.0], [0.1, -0.1, 0.1], [0.0, 0.0, 0.0], [0.4, 0.1, 0.2], [-0.2, -0.4, -0.5], [0.0, 0.0, 0.0], [0.0, 0.0, 0.0], [0.0, 0.0, 0.1], [0.0, 0.0, 0.0], [-0.1, 0.0, -0.1], [0.2, 0.1, 0.0], [-0.1, 0.1, -0.1], [0.0, -0.1, 0.1], [-0.5, -0.2, -0.2], [0.7, 0.3, 0.6], [0.0, -0.1, -0.1], [0.0, 0.0, 0.0], [0.0, 0.0, -0.1], [-0.1, 0.1, 0.0], [0.0, 0.1, 0.1], [0.0, 0.0, 0.0], [0.0, 0.0, 0.0], [0.0, 0.0, 0.0], [0.0, 0.1, 0.0], [0.0, 0.0, 0.0], [0.0, 0.0, 0.0], [0.0, 0.0, 0.0], [0.0, 0.0, 0.0], [0.0, 0.0, 0.0], [0.0, 0.0, 0.1], [0.1, 0.0, 0.0], [0.1, 0.0, 0.0], [0.0, 0.0, 0.0], [0.0, 0.0, 0.0], [0.0, 0.0, 0.0], [-0.1, 0.0, 0.0], [0.0, 0.0, 0.0], [0.0, 0.0, 0.0], [0.0, -0.1, 0.0], [0.0, 0.0, 0.0], [0.0, -0.1, 0.0], [0.0, 0.1, -0.1]],
  "lumo_energy_ev": [-2.71, -4.33],
  "e_homo_ev": [-9.94, -10.57],
  "e_tot_ev": -232602.3298,
  "gap_ev": [7.2, 6.2],
  "multiplicity": 2,
  "total_charge": 1,
  "molar_mass_g_mol": 1157.58
}